1.
The following is a quantum chemistry calculation of a molecular structure, C18H25N8PdSi, from OMol25.

Last column: natural (NBO) charge in e.
Atoms and positions in Å:
Pd: -0.21 -0.47 -0.28  0.852
C: -1.88 -2.30 -3.34  -0.643
C: -2.61 -1.23 -2.58  0.267
C: -3.94 -0.96 -2.85  -0.349
C: -4.60 0.01 -2.10  -0.145
C: -3.93 0.69 -1.11  -0.338
C: -2.57 0.39 -0.88  0.430
N: -1.94 -0.56 -1.63  -0.535
N: -1.76 0.91 0.05  -1.100
Si: -1.83 2.49 0.73  1.826
C: -0.09 3.07 1.14  -1.139
C: -2.87 2.56 2.29  -1.133
C: -2.58 3.71 -0.49  -1.129
H: -2.52 -2.70 -4.12  0.194
H: -1.57 -3.11 -2.68  0.235
H: -0.96 -1.90 -3.77  0.251
H: -4.44 -1.51 -3.63  0.203
H: -5.64 0.22 -2.29  0.200
H: -4.43 1.42 -0.48  0.209
H: 0.19 2.82 2.16  0.247
H: -0.01 4.15 1.01  0.224
H: 0.63 2.59 0.47  0.254
H: -2.46 1.91 3.07  0.234
H: -3.90 2.25 2.10  0.224
H: -2.89 3.58 2.69  0.223
H: -2.08 3.65 -1.46  0.236
H: -2.45 4.73 -0.11  0.225
H: -3.65 3.54 -0.65  0.225
N: 2.86 -3.22 -2.16  -0.501
C: 1.84 -2.60 -2.87  0.174
N: 0.99 -1.87 -2.29  -0.325
C: 2.53 -1.65 -0.55  0.364
N: 3.44 -2.32 -1.20  -0.419
C: 2.17 -0.32 1.53  0.153
C: 2.70 0.17 2.81  0.021
N: 1.99 0.47 3.85  -0.401
C: 0.62 0.36 3.72  -0.187
C: 0.07 0.06 2.52  0.016
N: 0.81 -0.20 1.41  -0.522
H: 3.61 -3.53 -2.76  0.356
H: 1.76 -2.76 -3.95  0.162
H: 3.77 0.25 2.92  0.179
H: 0.01 0.57 4.59  0.186
H: -1.00 0.04 2.38  0.212
C: 5.00 -2.05 1.63  -0.603
C: 4.50 -0.87 0.80  -0.407
C: 3.00 -0.86 0.58  -0.206
N: 1.18 -1.75 -0.89  -0.506
H: 6.09 -2.04 1.73  0.184
H: 4.70 -2.98 1.16  0.218
H: 4.57 -2.03 2.64  0.192
H: 4.98 -0.90 -0.18  0.229
H: 4.82 0.07 1.26  0.184

Summary:
* HOMO energy: -3.254 eV
* strongest force on any atom: 0.002 hartree/bohr
* ΔE to the lowest compared entry with this formula, charge and spin: 65.0 kJ/mol
* calculated total energy: -42351.76623 eV
* net charge: -1
* orbital gap: 6.20 eV


2.
The following is a quantum chemistry calculation of a single C18H25NO4S molecule in a non-equilibrium geometry, from OMol25.

Last column: natural (NBO) charge in e.
Atoms and positions in Å:
C: 6.63 0.65 -2.19  -0.639
C: 5.70 1.49 -3.06  -0.061
O: 4.74 2.20 -2.31  -0.495
C: 3.68 1.53 -1.76  0.272
C: 3.34 0.21 -2.00  -0.248
C: 2.23 -0.34 -1.39  -0.232
C: 1.43 0.41 -0.54  0.115
N: 0.28 -0.15 0.04  -0.865
S: -0.08 0.24 1.63  2.303
O: 1.04 -0.04 2.48  -0.936
O: -0.62 1.57 1.69  -0.955
C: -1.37 -0.97 2.07  -0.652
C: -2.52 -1.22 1.12  -0.197
C: -3.59 -2.13 1.80  -0.390
C: -4.86 -1.92 0.96  -0.413
C: -4.35 -1.04 -0.18  -0.214
C: -3.41 -1.92 -1.01  -0.548
C: -2.19 -2.02 -0.13  0.678
O: -1.18 -2.63 -0.34  -0.581
C: -3.37 -0.07 0.53  0.028
C: -3.99 0.84 1.58  -0.633
C: -2.62 0.82 -0.47  -0.645
C: 1.77 1.74 -0.30  -0.220
C: 2.88 2.29 -0.90  -0.230
H: 7.38 0.16 -2.81  0.213
H: 7.13 1.29 -1.47  0.216
H: 6.07 -0.11 -1.65  0.214
H: 6.28 2.26 -3.57  0.193
H: 5.22 0.86 -3.83  0.166
H: 3.93 -0.41 -2.66  0.210
H: 1.97 -1.38 -1.58  0.211
H: 0.23 -1.15 -0.11  0.428
H: -0.81 -1.89 2.24  0.262
H: -1.72 -0.60 3.03  0.260
H: -3.27 -3.17 1.81  0.221
H: -3.73 -1.83 2.84  0.221
H: -5.64 -1.41 1.53  0.216
H: -5.28 -2.86 0.59  0.213
H: -5.14 -0.56 -0.76  0.224
H: -3.14 -1.47 -1.97  0.253
H: -3.82 -2.91 -1.22  0.241
H: -3.21 1.45 2.02  0.235
H: -4.71 1.50 1.11  0.219
H: -4.49 0.29 2.37  0.203
H: -1.98 0.26 -1.14  0.214
H: -2.00 1.53 0.06  0.253
H: -3.35 1.38 -1.06  0.210
H: 1.16 2.33 0.36  0.239
H: 3.16 3.31 -0.72  0.225

Summary:
* HOMO energy: -7.865 eV
* strongest force on any atom: 0.021 hartree/bohr
* ΔE to the lowest compared entry with this formula, charge and spin: 127.2 kJ/mol
* calculated total energy: -39586.84116 eV
* orbital gap: 8.50 eV


3.
The following is a quantum chemistry calculation of a molecular structure, C18H26CeF5GeN2OS2 in a non-equilibrium geometry, from OMol25.

Last column: Löwdin spin population.
Atoms and positions in Å:
Ce: -0.41 -0.70 0.91  1.027
F: 5.49 -5.22 0.99  0.000
C: 4.43 -4.55 0.50  0.000
C: 3.51 -3.93 1.33  0.000
F: 3.63 -4.11 2.69  0.000
C: 2.39 -3.27 0.89  0.000
F: 1.57 -2.64 1.81  0.000
C: 2.06 -3.16 -0.45  0.000
S: 0.65 -2.49 -1.16  -0.002
C: 3.04 -3.81 -1.28  0.000
F: 3.03 -3.75 -2.63  0.000
C: 4.21 -4.44 -0.86  0.000
F: 5.08 -4.95 -1.65  0.000
C: -3.47 0.11 -1.52  0.000
C: -3.45 1.51 -0.89  0.000
C: -1.94 1.77 -0.83  0.000
O: -1.22 0.54 -1.20  -0.001
C: -2.12 -0.13 -2.12  0.001
H: -4.23 0.04 -2.27  0.000
H: -3.64 -0.60 -0.69  0.000
H: -3.87 1.62 0.11  0.000
H: -3.91 2.30 -1.50  0.000
H: -1.56 2.09 0.17  0.000
H: -1.67 2.44 -1.61  0.000
H: -1.89 -1.17 -2.23  0.000
H: -1.97 0.33 -3.10  0.000
C: 1.46 4.19 -2.00  0.000
N: 1.60 2.84 -2.56  0.000
C: 1.36 2.58 -3.95  0.000
C: 1.20 1.04 -3.99  0.000
N: 1.52 0.63 -2.65  0.000
C: 1.62 1.66 -1.84  0.000
S: 1.96 1.55 -0.16  -0.001
H: 0.43 4.58 -2.14  0.000
H: 2.12 4.84 -2.54  0.000
H: 1.79 4.11 -0.97  0.000
H: 2.16 2.94 -4.58  0.000
H: 0.48 3.11 -4.33  0.000
H: 1.87 0.60 -4.75  0.000
H: 0.18 0.71 -4.20  0.000
H: 1.44 -0.34 -2.26  0.000
C: 0.02 0.90 3.32  0.000
Ge: -1.93 -0.06 3.58  -0.003
C: -1.44 -1.46 4.77  0.000
C: -2.97 1.15 4.65  -0.001
C: -2.37 -0.65 1.83  -0.017
H: 0.30 1.69 4.02  0.000
H: -0.09 1.47 2.40  0.000
H: 0.81 0.10 3.25  0.000
H: -1.41 -1.03 5.73  0.000
H: -0.54 -1.89 4.42  0.000
H: -2.26 -2.13 4.93  0.000
H: -2.43 1.49 5.50  0.000
H: -3.79 0.53 5.02  0.000
H: -3.41 1.96 4.09  0.000
H: -3.42 -0.95 2.00  -0.002

Summary:
* HOMO energy (spin up / spin down): -6.602 / -6.590 eV
* strongest force on any atom: 0.055 hartree/bohr
* calculated total energy: -128814.78865 eV
* orbital gap (spin up / spin down): 6.82 / 6.81 eV
* multiplicity: 2
* <S²>: 0.7517


4.
The following is a quantum chemistry calculation of 7 unconnected molecules or ions with the total composition C18H26ClO22 in a non-equilibrium geometry, from OMol25.

Last column: natural (NBO) charge in e.
Atoms and positions in Å:
Cl: 0.45 0.09 -0.18  2.642
O: 1.04 -0.63 -1.21  -0.865
O: 0.34 -0.75 0.97  -0.886
O: 1.28 1.24 0.09  -0.878
O: -0.93 0.47 -0.51  -0.847
C: 1.87 -2.43 -0.55  -0.095
C: 3.38 -2.95 -0.57  -0.102
O: 3.29 -4.27 -0.93  -0.499
C: 1.98 -4.68 -0.70  0.973
O: 1.60 -5.82 -0.85  -0.588
O: 1.22 -3.61 -0.50  -0.484
H: 1.62 -1.94 -1.49  0.219
H: 1.60 -1.86 0.34  0.205
H: 3.83 -2.73 0.40  0.155
H: 4.05 -2.45 -1.27  0.187
C: -1.03 -1.98 -2.22  -0.117
C: -1.89 -0.80 -2.51  -0.101
O: -2.42 -1.22 -3.70  -0.496
C: -2.16 -2.43 -4.12  0.988
O: -2.54 -3.08 -5.12  -0.651
O: -1.50 -2.92 -3.15  -0.488
H: -1.11 -2.35 -1.20  0.203
H: -0.01 -1.63 -2.38  0.193
H: -1.29 0.10 -2.58  0.223
H: -2.58 -0.59 -1.69  0.201
C: 2.18 -0.30 2.11  -0.146
C: 0.85 -0.23 2.91  -0.082
O: 1.32 -0.21 4.30  -0.503
C: 2.55 0.20 4.34  0.970
O: 3.18 0.33 5.34  -0.603
O: 3.03 0.30 3.11  -0.520
H: 1.99 0.34 1.25  0.224
H: 2.64 -1.21 1.72  0.202
H: 0.24 -1.09 2.65  0.231
H: 0.21 0.62 2.69  0.163
C: -1.54 2.86 -0.36  -0.111
C: -1.36 4.03 -1.17  -0.104
O: -1.33 3.48 -2.44  -0.472
C: -1.87 2.23 -2.37  0.970
O: -2.07 1.43 -3.34  -0.600
O: -2.27 1.95 -1.17  -0.445
H: -2.15 3.01 0.53  0.201
H: -0.59 2.56 0.08  0.205
H: -0.43 4.53 -0.93  0.198
H: -2.16 4.76 -1.09  0.177
C: 2.58 2.77 1.68  -0.102
C: 1.87 3.52 0.56  -0.125
O: 2.91 4.31 0.10  -0.501
C: 4.08 3.63 0.18  0.980
O: 5.08 3.88 -0.46  -0.582
O: 3.90 2.66 1.11  -0.485
H: 2.07 1.81 1.77  0.215
H: 2.30 3.26 2.62  0.186
H: 0.97 3.95 0.99  0.167
H: 1.34 2.87 -0.13  0.223
C: -1.80 0.23 2.00  -0.259
O: -2.12 -0.65 0.94  -0.474
C: -3.33 -1.04 0.75  0.995
O: -4.26 -0.75 1.47  -0.669
O: -3.43 -1.83 -0.34  -0.511
C: -4.63 -2.48 -0.60  -0.253
H: -2.23 1.22 1.83  0.176
H: -0.74 0.26 2.24  0.190
H: -2.21 -0.07 2.96  0.196
H: -4.73 -3.43 -0.08  0.186
H: -4.64 -2.64 -1.68  0.201
H: -5.50 -1.84 -0.44  0.196

Summary:
* HOMO energy: -7.433 eV
* strongest force on any atom: 0.126 hartree/bohr
* ΔE to the lowest compared entry with this formula, charge and spin: 837.1 kJ/mol
* calculated total energy: -76638.91344 eV
* net charge: -1
* orbital gap: 9.40 eV